A cluster of 2 separate species, C12H17N in total. Source: OMol25; level of theory: ωB97M-V with the def2-TZVPD basis set.

Results
Calculated total energy, eV: -14207.1386
2S+1: 1
Strongest force on any atom, hartree/bohr: 0.1093
SMILES: Cc1c[nH]c2ccccc12.CCC
Gap between HOMO and LUMO, Ha: 0.313
Highest occupied orbital energy, eV: -7.676

Each atom is followed by the atoms it is bonded to, with distances in Å.
Positions of all 30 atoms, in Å:
1 H 0.385 0.901 3.030  C27 0.976
2 H -4.228 0.356 -0.215  C9 1.183
3 H 3.314 -0.958 -2.509  C7 1.163
4 C 1.699 0.925 -0.018  C8 1.385, C14 1.438, C29 1.382
5 H 0.883 4.249 0.621  C11 1.057
6 H 1.167 -1.397 2.112  N13 0.979
7 C 3.061 0.000 -1.901  H3 1.163, H17 1.160, C29 1.518, H30 1.132
8 C 1.589 2.296 -0.179  C4 1.385, C11 1.472, H22 1.056
9 C -3.878 -0.774 -0.203  H2 1.183, H12 1.241, H16 1.058, C23 1.488
10 H -1.823 -0.978 0.621  C23 1.149
11 C 0.897 3.201 0.754  H5 1.057, C8 1.472, C18 1.366
12 H -4.099 -1.197 0.942  C9 1.241
13 N 1.195 -0.962 1.235  H6 0.979, C14 1.476, C15 1.412
14 C 1.045 0.506 1.193  C4 1.438, N13 1.476, C27 1.326
15 C 1.949 -1.342 0.103  N13 1.412, H21 1.140, C29 1.428
16 H -4.421 -1.255 -0.973  C9 1.058
17 H 2.617 0.595 -2.792  C7 1.160
18 C 0.524 2.670 1.956  C11 1.366, H24 1.118, C27 1.394
19 H -1.257 -2.744 -0.372  C28 1.036
20 H -3.014 -3.138 -0.776  C28 1.173
21 H 2.144 -2.446 -0.102  C15 1.140
22 H 1.936 2.687 -1.096  C8 1.056
23 C -2.423 -1.048 -0.356  C9 1.488, H10 1.149, H26 1.078, C28 1.516
24 H -0.230 3.159 2.621  C18 1.118
25 H -1.823 -2.266 -1.954  C28 1.103
26 H -1.923 -0.199 -0.792  C23 1.078
27 C 0.651 1.300 2.179  H1 0.976, C14 1.326, C18 1.394
28 C -2.091 -2.425 -0.896  H19 1.036, H20 1.173, C23 1.516, H25 1.103
29 C 2.134 -0.186 -0.714  C4 1.382, C7 1.518, C15 1.428
30 H 4.018 0.469 -1.519  C7 1.132

Atomic partial charges in e from the natural (NBO) method, atoms 1 to 4:
1 H 0.200
2 H 0.211
3 H 0.222
4 C -0.112